The following is a DFT calculation (the ωB97M-V functional and the def2-TZVPD basis) of an isolated ion of composition C5H7N4O2 and charge +1 in a non-equilibrium geometry.

* net charge: +1
* E: -563.74473 a.u.
* HOMO energy: -0.531 Eh
* spin multiplicity: 1
* gap between HOMO and LUMO: 9.7 eV

Element x y z (Å)
C  -1.762914  0.900704  -1.759622
N  -1.133397  0.557893  -0.458455
C  0.179736  0.411033  -0.365596
N  1.089750  0.689464  -1.257072
O  2.383465  0.636594  -0.899832
N  2.155901  0.043557  0.578552
O  3.116892  -0.140037  1.181922
C  0.876610  -0.051671  0.748253
C  0.473922  -1.170489  2.092477
C  -0.790077  -1.564492  1.674505
N  -1.778330  -1.830810  1.169728
H  -0.960590  0.983803  -2.519811
H  -2.340469  -0.014696  -2.072781
H  -2.568576  1.706049  -1.681190
H  -1.690743  0.238393  0.347921
H  0.888275  1.218364  -2.063639
H  1.239929  -1.973346  2.172607
H  0.620617  -0.640314  3.112032

Cartesian forces (eV/Å) of the 2 atoms listed first:
C -1.5 -1.3 0.1
N 0.2 0.4 -0.4


The following is a DFT calculation (the ωB97M-V functional and the def2-TZVPD basis) of C46H28F5N4Ti as an isolated structure in a non-equilibrium geometry.

* net charge: -1
* E: -3337.74260 a.u.
* HOMO energy (alpha / beta): -0.119 / -0.119 Eh
* spin multiplicity: 1
* gap between HOMO and LUMO (alpha / beta): 5.3 / 5.3 eV

Element x y z (Å)
Ti  0.022073  0.000818  -0.023279
C  -5.170968  4.325210  -3.659655
C  -4.291406  3.452993  -4.288158
C  -3.371708  2.730733  -3.543298
C  -3.320302  2.862106  -2.157362
C  -4.199382  3.746747  -1.537864
C  -5.121789  4.471005  -2.281107
C  -2.327562  2.087015  -1.363339
C  -0.937419  2.468049  -1.538694
C  -0.490125  3.602979  -2.169495
C  0.913057  3.633270  -2.029608
C  1.268839  2.504622  -1.336983
C  2.632584  2.072632  -1.066624
C  3.728918  2.930179  -1.591376
C  4.562309  3.620551  -0.714297
C  5.604920  4.406145  -1.186541
C  5.824525  4.521163  -2.551130
C  4.994775  3.844269  -3.435926
C  3.956308  3.059173  -2.959822
C  2.943038  0.934418  -0.447108
N  2.033549  0.007119  0.104609
C  2.794844  -1.090937  0.536471
C  2.358654  -2.138369  1.263215
C  3.213602  -3.360787  1.280279
C  3.490735  -4.148137  2.397294
C  4.286098  -5.281873  2.305732
C  4.825210  -5.671445  1.089660
C  4.543514  -4.916987  -0.039995
C  3.741979  -3.791007  0.056254
C  1.084490  -2.080504  1.979895
C  0.723453  -2.720218  3.144264
C  -0.605836  -2.365466  3.431840
C  -1.026478  -1.524248  2.431313
N  0.013649  -1.311391  1.533598
C  -2.388827  -1.093558  2.218398
C  -2.775110  -0.293437  1.218800
C  -4.160202  0.050012  0.888771
C  -4.150166  0.868454  -0.157328
C  -2.754048  1.154007  -0.504251
N  -1.913653  0.349510  0.307777
C  -3.419929  -1.649962  3.138080
C  -3.612480  -1.111799  4.406794
C  -4.573952  -1.633134  5.261229
C  -5.357904  -2.704642  4.857193
C  -5.171205  -3.252637  3.595315
C  -4.205555  -2.731361  2.746388
C  4.209801  -0.833495  0.191670
C  4.300657  0.375127  -0.333321
N  0.143133  1.771806  -1.007829
H  -5.888574  4.890149  -4.241606
H  -4.324609  3.334181  -5.364268
H  -2.683113  2.049738  -4.028311
H  -4.148599  3.863418  -0.462062
H  -5.798168  5.154178  -1.781902
H  -1.116031  4.330296  -2.661652
H  1.594917  4.382254  -2.397618
H  4.383967  3.529913  0.350425
H  6.242892  4.932333  -0.487053
H  6.635637  5.133809  -2.924203
H  5.162296  3.926380  -4.502804
H  3.311512  2.529594  -3.650308
H  3.108404  -3.873047  3.367737
H  4.486875  -5.860963  3.199028
H  5.444766  -6.556747  1.020818
H  4.927729  -5.216122  -1.007495
H  3.482176  -3.243412  -0.840826
H  1.335221  -3.344897  3.767863
H  -1.206185  -2.711658  4.258028
H  -5.018978  -0.324858  1.422284
H  -5.001625  1.298131  -0.659526
H  -3.000742  -0.273854  4.718748
H  -4.713764  -1.199626  6.243941
H  -6.109360  -3.111325  5.522434
H  -5.776301  -4.091223  3.273318
H  -4.048806  -3.159967  1.763717
H  5.018449  -1.502640  0.435056
H  5.199088  0.887694  -0.637640
F  -1.041201  -0.749801  -2.643543
C  -0.229586  -1.350102  -1.706877
F  0.952870  -1.623140  -2.362344
C  -0.861668  -2.719296  -1.425501
F  -0.070205  -3.459527  -0.642261
F  -2.047549  -2.589352  -0.819049
F  -1.070430  -3.425216  -2.557009

Cartesian forces (eV/Å) of the 2 atoms listed first:
Ti 0.0 0.1 0.2
C 0.0 0.0 0.0


The following is a DFT calculation (the ωB97M-V functional and the def2-TZVPD basis) of an isolated ion of composition C19H22N3 and charge +1 in a non-equilibrium geometry.

* net charge: +1
* E: -901.13359 a.u.
* HOMO energy: -0.391 Eh
* spin multiplicity: 1
* gap between HOMO and LUMO: 7.5 eV

Element x y z (Å)
C  2.715410  0.415654  -3.114809
N  1.760399  1.118195  -2.659199
N  0.345527  0.580067  -2.115822
C  -0.007140  -0.700248  -2.812057
C  -0.557087  1.661383  -2.676606
C  0.586864  0.549464  -0.633146
C  -0.046014  1.781049  0.011377
C  -1.419432  1.800150  0.302138
C  -1.989260  2.951514  0.855210
C  -1.184860  4.061981  1.132378
C  0.184557  4.023041  0.856885
C  0.756250  2.884774  0.285542
C  0.324943  -0.728550  0.102315
C  0.882094  -1.963975  -0.264404
N  0.500217  -2.929258  0.624847
C  0.899039  -4.316586  0.552811
C  -0.261790  -2.348918  1.636846
C  -0.734831  -2.969103  2.780559
C  -1.303912  -2.152253  3.769784
C  -1.319086  -0.758999  3.596953
C  -0.790393  -0.154254  2.445936
C  -0.317018  -0.945668  1.399077
H  3.695446  0.909030  -3.273981
H  2.646150  -0.654787  -3.401377
H  -1.015367  -0.599322  -3.225061
H  0.704049  -0.864088  -3.624727
H  -0.012372  -1.550277  -2.139731
H  -1.016757  1.272953  -3.591573
H  -1.346370  1.954043  -1.996343
H  0.075347  2.512259  -2.935726
H  1.679888  0.679845  -0.523081
H  -2.034535  0.916396  0.087918
H  -3.061235  2.959926  1.066960
H  -1.640781  4.956718  1.553743
H  0.811728  4.885886  1.074355
H  1.820015  2.846256  0.043373
H  1.533170  -2.203254  -1.101726
H  0.378250  -4.880510  1.333964
H  0.639738  -4.734046  -0.430949
H  1.986358  -4.432112  0.690168
H  -0.670296  -4.046357  2.882831
H  -1.727277  -2.596097  4.668207
H  -1.746127  -0.126708  4.378280
H  -0.723515  0.934796  2.387881

Cartesian forces (eV/Å) of the 2 atoms listed first:
C -1.3 -0.9 -0.1
N 0.5 0.7 1.0


The following is a DFT calculation (the ωB97M-V functional and the def2-TZVPD basis) of C36H37NP2Pt as an isolated structure in a non-equilibrium geometry.

* net charge: 0
* ⟨S²⟩: 2.0115
* E: -2250.46935 a.u.
* HOMO energy (alpha / beta): -0.164 / -0.249 Eh
* spin multiplicity: 3
* gap between HOMO and LUMO (alpha / beta): 4.0 / 2.9 eV

Element x y z (Å)
Pt  2.051235  -0.971153  2.195910
C  -1.385994  -0.014250  5.719462
C  -2.219927  -0.310913  4.711523
C  -3.067620  0.630196  3.899492
C  -2.378594  1.459433  2.759119
C  -1.128110  2.234922  3.105691
C  -0.643566  2.536143  4.322245
C  -1.405537  2.573848  5.593615
C  -1.295938  1.286581  6.462950
C  2.341576  0.380484  3.742480
H  -1.024407  -0.869416  6.308883
H  -2.337627  -1.377667  4.475503
H  -3.632138  1.305652  4.559309
H  -3.807706  0.003347  3.378475
H  -2.156796  0.776333  1.922066
H  -3.161494  2.121667  2.346321
H  -0.501733  2.444831  2.213480
H  0.427221  2.781279  4.468247
H  -2.465458  2.791250  5.401873
H  -0.998239  3.400659  6.184999
H  -0.383191  1.275758  7.081627
H  -2.131586  1.307461  7.184292
H  2.886821  -0.235766  4.488944
H  1.265674  0.485826  4.035622
H  2.809047  1.365111  3.564944
P  -0.074272  -1.813313  -1.954775
P  1.603847  0.476175  -2.307981
C  -0.940091  -0.332069  -2.527126
C  -0.118416  0.722270  -2.796975
C  -0.632704  -3.016426  -3.247539
C  -1.692359  -2.759122  -4.132402
C  -2.050294  -3.726728  -5.081097
C  -1.329991  -4.919186  -5.184362
C  -0.257392  -5.157554  -4.315938
C  0.091821  -4.221902  -3.344261
C  -1.130562  -2.252532  -0.516574
C  -0.820901  -1.578408  0.674461
C  -1.549204  -1.828841  1.826224
C  -2.569614  -2.792983  1.814977
C  -2.876832  -3.471877  0.627091
C  -2.167039  -3.194765  -0.552459
C  2.388097  0.953743  -3.937822
C  2.197746  0.093780  -5.042804
C  2.725748  0.430961  -6.292002
C  3.462022  1.611768  -6.451094
C  3.651001  2.465866  -5.361475
C  3.116673  2.138612  -4.111698
C  1.873597  1.979013  -1.306044
C  3.104060  2.063035  -0.623996
C  3.391306  3.173977  0.164691
C  2.444828  4.195439  0.311000
C  1.220196  4.114132  -0.362285
C  0.924478  3.003109  -1.161672
H  -2.025077  -0.312764  -2.613040
H  -0.437734  1.644539  -3.282000
H  -2.236050  -1.810549  -4.093526
H  -2.907201  -3.543586  -5.732181
H  -1.599777  -5.658952  -5.942324
H  0.304361  -6.087045  -4.383771
H  0.921802  -4.408223  -2.657065
H  0.020798  -0.865127  0.705051
H  -1.314097  -1.282364  2.739753
H  -3.144549  -2.989609  2.723259
H  -3.674207  -4.212077  0.608528
H  -2.421078  -3.702279  -1.492469
H  1.617815  -0.825661  -4.933857
H  2.570015  -0.229680  -7.146897
H  3.884397  1.864238  -7.422248
H  4.218118  3.390614  -5.478754
H  3.250722  2.827881  -3.276764
H  3.820329  1.245325  -0.713716
H  4.350945  3.227066  0.682041
H  2.653560  5.042524  0.966782
H  0.477856  4.910863  -0.249408
H  -0.040459  2.926327  -1.665630
N  0.742452  -2.758988  4.269384
C  1.325370  -2.130288  3.455733

Cartesian forces (eV/Å) of the 2 atoms listed first:
Pt 1.3 2.0 -1.0
C -1.5 -0.8 0.6